(1)
{"formula": "C4H8ClFN3", "method": "the ωB97M-V functional and the def2-TZVPD basis", "symbols": ["C", "C", "C", "C", "N", "N", "N", "F", "Cl", "H", "H", "H", "H", "H", "H", "H", "H"], "positions_angstrom": [[0.236, 0.061, -1.631], [-1.385, 0.709, -0.319], [1.863, -0.660, 0.041], [-0.576, -0.619, 1.743], [0.626, -0.271, -0.376], [-0.447, -0.100, 0.427], [-1.063, 0.551, -1.657], [0.962, 0.227, -2.723], [-1.148, 2.649, 0.077], [-2.412, 0.366, -0.084], [2.189, 0.213, 0.620], [1.855, -1.592, 0.633], [2.521, -0.727, -0.743], [-1.655, -0.836, 1.844], [0.021, -1.432, 1.961], [-0.348, 0.180, 2.460], [-1.239, 1.281, -2.273]], "s_squared": 2.0105, "charge": 1, "e_lumo_ev": [-3.36, -7.18], "orbital_gap_ev": [7.2, 8.0], "e_above_lowest_ev": 0.000, "energy_ev": -23975.7332, "homo_energy_ev": [-10.5, -15.2], "fmax_ha_per_bohr": 0.1144, "spin_multiplicity": 3}



(2)
{"formula": "C4H8ClFeO12S2", "method": "the ωB97M-V functional and the def2-TZVPD basis", "symbols": ["Fe", "Cl", "O", "O", "O", "O", "C", "C", "O", "S", "O", "O", "O", "H", "H", "H", "H", "C", "C", "O", "S", "O", "O", "O", "H", "H", "H", "H"], "positions_angstrom": [[1.838, 3.754, -3.562], [0.817, 0.633, -1.942], [1.343, 1.772, -2.572], [0.720, 0.926, -0.565], [-0.461, 0.351, -2.498], [1.562, -0.599, -2.263], [-2.708, -2.513, -2.714], [-1.408, -3.292, -2.770], [-1.714, -4.261, -1.784], [-2.208, -3.544, -0.350], [-1.146, -2.828, 0.325], [-3.119, -4.388, 0.368], [-3.078, -2.514, -1.335], [-3.492, -2.990, -3.302], [-2.566, -1.495, -3.076], [-0.543, -2.660, -2.570], [-1.291, -3.760, -3.748], [2.375, 2.198, 2.297], [1.024, 3.015, 2.258], [0.335, 2.719, 3.458], [1.410, 2.243, 4.704], [0.764, 1.199, 5.495], [1.956, 3.455, 5.368], [2.496, 1.595, 3.598], [3.217, 2.760, 1.895], [2.222, 1.394, 1.576], [0.328, 2.770, 1.456], [1.327, 4.062, 2.255]], "s_squared": 8.7532, "e_lumo_ev": [-1.50, -3.75], "orbital_gap_ev": [8.9, 6.6], "energy_ev": -97412.9983, "homo_energy_ev": [-10.4, -10.4], "fmax_ha_per_bohr": 0.1549, "spin_multiplicity": 6}



(3)
{"formula": "C4H8ClN3O", "method": "the ωB97M-V functional and the def2-TZVPD basis", "symbols": ["H", "N", "C", "N", "Cl", "N", "C", "C", "C", "O", "H", "H", "H", "H", "H", "H", "H"], "positions_angstrom": [[-1.104, -2.109, 0.736], [-1.921, -1.492, 0.701], [-1.599, -0.460, 0.187], [-2.356, 0.574, -0.189], [-4.076, 0.742, 0.191], [-0.016, 0.061, -0.134], [0.311, 1.377, 0.378], [0.844, -0.921, -0.309], [2.304, -0.553, -0.575], [0.466, -2.047, -0.442], [-1.812, 1.409, -0.381], [1.182, 1.149, 1.092], [0.503, 2.172, -0.335], [-0.530, 1.777, 0.877], [2.643, 0.377, -0.215], [2.824, -1.362, 0.021], [2.337, -0.693, -1.603]], "e_lumo_ev": 0.17, "orbital_gap_ev": 9.7, "energy_ev": -23315.3646, "homo_energy_ev": -9.5, "fmax_ha_per_bohr": 0.0967, "smiles": "[H]/N=C(/NCl)N(C)C(C)=O"}



(4)
{"formula": "C4H8ClNS", "method": "the ωB97M-V functional and the def2-TZVPD basis", "symbols": ["C", "C", "C", "C", "N", "S", "Cl", "H", "H", "H", "H", "H", "H", "H", "H"], "positions_angstrom": [[-0.929, -0.797, 0.048], [-1.862, -1.354, -0.975], [1.719, 1.336, -0.070], [2.373, 0.127, 0.573], [-1.122, 0.277, 0.675], [0.385, -1.869, 0.544], [3.538, -0.765, -0.251], [-1.747, -2.425, -1.034], [-1.784, -0.840, -1.904], [-2.858, -0.969, -0.868], [2.484, 2.119, 0.067], [0.840, 1.432, 0.625], [1.481, 1.042, -1.078], [2.620, 0.068, 1.627], [-0.500, 0.432, 1.482]], "e_lumo_ev": [-1.40, -1.62], "orbital_gap_ev": [7.1, 6.8], "e_above_lowest_ev": 2.770, "energy_ev": -29122.2401, "homo_energy_ev": [-8.5, -8.4], "fmax_ha_per_bohr": 0.0629}



(5)
{"formula": "C4H8ClNS", "method": "the ωB97M-V functional and the def2-TZVPD basis", "symbols": ["C", "C", "C", "N", "C", "S", "Cl", "H", "H", "H", "H", "H", "H", "H", "H"], "positions_angstrom": [[0.736, 0.469, -1.285], [0.284, 0.353, 0.233], [1.364, -0.266, 1.097], [-0.908, -0.532, 0.221], [-2.277, -0.191, 0.125], [-3.407, -1.337, 0.338], [-2.714, 1.521, -0.052], [1.049, -0.579, -1.665], [0.033, 0.925, -1.828], [1.567, 1.038, -1.399], [-0.116, 1.383, 0.503], [1.891, -1.168, 0.701], [0.891, -0.519, 1.994], [2.271, 0.321, 1.134], [-0.666, -1.417, -0.117]], "e_lumo_ev": 0.32, "orbital_gap_ev": 9.1, "e_above_lowest_ev": 0.463, "energy_ev": -29124.5471, "homo_energy_ev": -8.7, "fmax_ha_per_bohr": 0.1074, "smiles": "CC(C)NC(=S)Cl"}



(6)
{"formula": "C4H8ClOP", "method": "the ωB97M-V functional and the def2-TZVPD basis", "symbols": ["C", "C", "C", "P", "C", "O", "Cl", "H", "H", "H", "H", "H", "H", "H", "H"], "positions_angstrom": [[-0.876, -1.387, 0.133], [-0.436, -0.364, -0.541], [-0.928, 0.033, -1.871], [1.061, 0.642, 0.068], [0.648, 0.679, 1.858], [1.292, 2.051, -0.584], [2.660, -0.539, -0.108], [-0.348, -1.721, 1.099], [-1.884, -1.855, -0.069], [-0.536, 1.074, -2.103], [-0.398, -0.537, -2.590], [-1.994, -0.183, -1.884], [1.122, 1.607, 2.121], [-0.429, 0.733, 2.132], [1.047, -0.234, 2.339]], "e_lumo_ev": 0.70, "orbital_gap_ev": 10.9, "e_above_lowest_ev": 0.792, "energy_ev": -28136.7301, "homo_energy_ev": -10.2, "fmax_ha_per_bohr": 0.0930, "smiles": "C=C(C)[P@](C)(=O)Cl"}



(7)
{"formula": "C4H8F2HgNO8S2", "method": "the ωB97M-V functional and the def2-TZVPD basis", "symbols": ["Hg", "O", "C", "C", "O", "H", "H", "H", "H", "O", "C", "C", "O", "H", "H", "H", "H", "N", "S", "O", "O", "F", "S", "O", "O", "F"], "positions_angstrom": [[0.575, 0.003, -0.080], [2.045, 1.927, -2.204], [2.691, 1.211, -3.279], [2.293, -0.270, -3.774], [1.766, -1.200, -2.885], [3.726, 1.010, -3.002], [2.865, 1.851, -4.143], [3.140, -0.651, -4.344], [1.693, -0.288, -4.684], [1.161, -2.087, 2.264], [1.676, -1.585, 3.496], [1.338, -0.061, 3.786], [1.704, 0.947, 2.786], [2.727, -1.849, 3.613], [1.241, -2.234, 4.256], [1.767, 0.208, 4.751], [0.271, 0.103, 3.934], [-2.566, 0.334, -0.230], [-3.594, 1.440, 0.127], [-4.320, 1.378, 1.378], [-4.213, 2.066, -1.030], [-2.507, 2.640, 0.502], [-3.774, -0.843, -0.277], [-4.767, -0.765, -1.320], [-4.143, -1.316, 1.083], [-2.796, -1.969, -0.722]], "charge": -3, "e_lumo_ev": 5.94, "orbital_gap_ev": 4.0, "e_above_lowest_ev": 0.000, "energy_ev": -53414.9688, "homo_energy_ev": 1.9, "fmax_ha_per_bohr": 0.1451}



(8)
{"formula": "C4H8F2N3O", "method": "the ωB97M-V functional and the def2-TZVPD basis", "symbols": ["H", "N", "C", "C", "C", "F", "F", "C", "N", "N", "O", "H", "H", "H", "H", "H", "H", "H"], "positions_angstrom": [[0.571, -1.780, -2.297], [0.797, -1.989, -1.330], [1.050, -1.233, -0.403], [1.505, -1.614, 0.959], [0.955, 0.345, -0.529], [1.853, 1.070, 0.132], [0.965, 0.689, -1.799], [-0.608, 1.003, 0.068], [-0.764, 1.176, 1.318], [-1.544, 0.942, -0.788], [-2.782, 1.491, -0.424], [1.970, -2.601, 1.154], [1.972, -0.872, 1.570], [0.639, -1.698, 1.686], [0.013, 1.375, 1.985], [-1.705, 1.559, 1.567], [-1.511, 0.440, -1.725], [-3.378, 1.696, -1.146]], "charge": 1, "e_lumo_ev": -3.73, "orbital_gap_ev": 10.1, "e_above_lowest_ev": 0.214, "energy_ev": -16220.4745, "homo_energy_ev": -13.8, "fmax_ha_per_bohr": 0.1187, "smiles": "[H]/N=C(/C)C(F)(F)C(=[NH2+])NO"}



(9)
{"formula": "C4H8FINO", "method": "the ωB97M-V functional and the def2-TZVPD basis", "symbols": ["C", "N", "C", "C", "O", "C", "F", "I", "H", "H", "H", "H", "H", "H", "H", "H"], "positions_angstrom": [[0.215, -0.635, 1.911], [0.013, -0.790, 0.403], [0.362, 0.481, -0.456], [-0.754, 1.516, -0.075], [-0.560, 2.656, 0.210], [0.102, 0.038, -1.891], [-1.025, -0.716, -1.919], [1.916, -1.019, -2.610], [-0.401, 0.136, 2.536], [-0.182, -1.495, 2.383], [1.202, -0.428, 2.163], [0.631, -1.546, 0.148], [-0.949, -1.024, 0.237], [1.377, 0.906, -0.480], [-1.736, 1.060, -0.049], [-0.211, 0.860, -2.511]], "charge": 1, "e_lumo_ev": -4.31, "orbital_gap_ev": 9.7, "e_above_lowest_ev": 0.020, "energy_ev": -18624.6964, "homo_energy_ev": -14.0, "fmax_ha_per_bohr": 0.0723, "smiles": "C[NH2+][C@H](C=O)[C@H](F)I"}



(10)
{"formula": "C4H8FIO", "method": "the ωB97M-V functional and the def2-TZVPD basis", "symbols": ["C", "C", "C", "C", "O", "F", "I", "H", "H", "H", "H", "H", "H", "H", "H"], "positions_angstrom": [[0.872, 1.214, -0.138], [-0.588, -0.558, 1.546], [-0.377, 0.574, -0.704], [-0.830, -0.574, 0.078], [-0.171, 0.175, -2.092], [1.284, -1.893, -0.546], [-1.579, -2.212, -0.907], [0.829, 2.181, 0.290], [1.256, 0.634, 0.619], [1.529, 1.456, -0.996], [-1.414, -1.022, 2.120], [-0.313, 0.478, 1.744], [0.239, -1.202, 1.839], [-1.066, 1.425, -0.743], [0.332, -0.675, -2.110]], "e_lumo_ev": -2.03, "orbital_gap_ev": 7.1, "e_above_lowest_ev": 3.234, "energy_ev": -17139.4646, "homo_energy_ev": -9.2, "fmax_ha_per_bohr": 0.0554}



(11)
{"formula": "C4H8FN", "method": "the ωB97M-V functional and the def2-TZVPD basis", "symbols": ["C", "C", "C", "C", "H", "H", "H", "H", "H", "H", "H", "H", "N", "F"], "positions_angstrom": [[-1.181, -0.507, -0.381], [-0.030, -0.181, 0.578], [0.749, 1.086, 0.218], [1.302, -0.877, 0.286], [-0.751, -0.297, -1.398], [-1.473, -1.581, -0.294], [-0.375, -0.210, 1.611], [0.248, 1.940, -0.167], [1.375, 1.287, 1.100], [2.505, 0.455, -0.949], [1.325, -1.878, -0.073], [2.005, -0.751, 1.056], [1.502, 0.196, -0.733], [-2.268, 0.282, 0.004]], "e_lumo_ev": 1.07, "orbital_gap_ev": 10.4, "e_above_lowest_ev": 1.338, "energy_ev": -8483.6994, "homo_energy_ev": -9.4, "fmax_ha_per_bohr": 0.0423}



(12)
{"formula": "C4H8FN", "method": "the ωB97M-V functional and the def2-TZVPD basis", "symbols": ["N", "C", "C", "C", "C", "F", "H", "H", "H", "H", "H", "H", "H", "H"], "positions_angstrom": [[-1.020, 1.339, 0.190], [-0.758, 0.172, -0.597], [-0.660, -1.107, 0.193], [0.522, -0.578, -0.458], [1.517, -0.012, 0.455], [2.556, 0.557, -0.336], [-0.860, 2.170, -0.374], [-2.000, 1.338, 0.418], [-1.267, 0.166, -1.574], [-1.285, -1.986, -0.166], [-0.722, -0.987, 1.267], [0.922, -1.019, -1.372], [1.991, -0.728, 1.190], [1.064, 0.676, 1.164]], "e_lumo_ev": 1.07, "orbital_gap_ev": 10.8, "e_above_lowest_ev": 1.034, "energy_ev": -8484.0040, "homo_energy_ev": -9.8, "fmax_ha_per_bohr": 0.0655, "smiles": "N[C@@H]1C[C@@H]1CF"}



(13)
{"formula": "C4H8FN", "method": "the ωB97M-V functional and the def2-TZVPD basis", "symbols": ["C", "C", "C", "C", "N", "F", "H", "H", "H", "H", "H", "H", "H", "H"], "positions_angstrom": [[0.648, -0.235, 0.195], [1.496, -0.154, -1.033], [-2.339, 0.997, -0.526], [0.920, -0.724, 1.524], [-1.885, 0.642, 0.678], [2.305, -1.185, 1.929], [2.558, -0.068, -0.843], [1.392, -1.213, -1.413], [1.116, 0.398, -1.855], [-1.499, 0.977, -1.209], [-2.938, 1.971, -0.503], [-2.937, 0.005, -0.847], [0.323, -1.553, 1.711], [0.842, 0.142, 2.193]], "e_lumo_ev": [-0.20, -0.29], "orbital_gap_ev": [8.1, 7.8], "e_above_lowest_ev": 8.207, "energy_ev": -8476.8310, "homo_energy_ev": [-8.3, -8.1], "fmax_ha_per_bohr": 0.0783}



(14)
{"formula": "C4H8FeO3", "method": "the ωB97M-V functional and the def2-TZVPD basis", "symbols": ["H", "C", "H", "H", "C", "H", "H", "O", "C", "O", "Fe", "O", "C", "H", "H", "H"], "positions_angstrom": [[0.040, -0.632, -2.323], [1.458, -1.192, -0.823], [2.323, -0.588, -1.164], [1.893, -2.014, -0.217], [0.399, -1.456, -1.698], [-0.340, -2.203, -1.387], [1.471, -1.984, -2.046], [1.283, 0.208, 1.116], [0.102, 0.674, 1.461], [0.077, 1.789, 1.987], [0.904, 3.132, 2.882], [-0.880, 0.104, 0.887], [-1.995, 0.910, 0.419], [-2.489, 1.347, 1.292], [-1.627, 1.693, -0.250], [-2.619, 0.209, -0.137]], "s_squared": 12.0197, "charge": 4, "e_lumo_ev": [-18.79, -24.33], "orbital_gap_ev": [9.9, 4.3], "energy_ev": -44742.7751, "homo_energy_ev": [-28.7, -28.6], "fmax_ha_per_bohr": 0.0920, "spin_multiplicity": 7}



(15)
{"formula": "C4H8I2O", "method": "the ωB97M-V functional and the def2-TZVPD basis", "symbols": ["C", "C", "C", "C", "O", "I", "I", "H", "H", "H", "H", "H", "H", "H", "H"], "positions_angstrom": [[-2.384, 1.440, 1.137], [1.476, -0.683, -1.694], [-2.038, -0.032, 1.016], [2.022, -0.695, -0.243], [-0.940, -0.412, 1.298], [3.376, 0.995, 0.078], [3.115, -2.591, 0.016], [-1.603, 1.934, 0.515], [-3.471, 1.682, 0.895], [-2.147, 1.704, 2.242], [0.854, -1.498, -1.944], [0.934, 0.244, -1.866], [2.317, -0.812, -2.358], [-2.782, -0.508, 0.433], [1.271, -0.767, 0.477]], "e_lumo_ev": 0.04, "orbital_gap_ev": 9.1, "e_above_lowest_ev": 1.084, "energy_ev": -22525.2908, "homo_energy_ev": -9.0, "fmax_ha_per_bohr": 0.0576}